No. 1
C27H33CoN5O2S2 | ωB97M-V with the def2-TZVPD basis set

Values from the calculation:
Energy above the lowest of the compared OMol25 structures with the same formula, charge and spin = 50.9 kJ/mol
LUMO (alpha / beta) = -0.0969 / -0.1747 Ha
Multiplicity = 5
Charge = +1
Kohn-Sham gap (alpha / beta) = 8.4 / 6.2 eV

The geometry in XYZ format:
```
70
Properties=species:S:1:pos:R:3:forces:R:3
Co 0.004895 -0.026832 0.205553 0.2 -0.4 0.1
S -2.674906 1.411576 3.417000 0.2 0.0 0.1
C -2.008020 2.847888 2.767938 -0.2 -0.1 -0.1
C -1.182628 2.605428 1.713291 0.1 0.0 0.0
C -1.061270 1.218466 1.443740 -0.2 0.2 0.1
C -1.766825 0.443216 2.321301 -0.1 -0.1 -0.1
C -1.568605 -0.994148 2.476237 0.0 0.0 0.0
C -2.174607 -1.762377 3.460890 0.0 0.0 0.0
C -1.760489 -3.067029 3.642984 0.0 0.0 0.0
C -0.730928 -3.565378 2.857235 0.0 0.0 0.0
C -0.200250 -2.749203 1.879567 0.0 0.0 0.0
N -0.639749 -1.510850 1.656237 -0.1 0.1 -0.1
H -2.283129 3.801110 3.190293 0.0 0.0 0.0
H -0.644734 3.386935 1.200694 0.0 0.0 0.0
H -2.931361 -1.324301 4.097433 0.0 0.0 0.0
H -2.207872 -3.680523 4.413207 0.0 0.0 0.0
H -0.335712 -4.559331 3.005884 0.0 0.0 0.0
H 0.633171 -3.084851 1.278320 0.0 0.0 -0.1
C 3.822282 5.606521 4.548709 0.0 0.0 0.0
C 3.442065 4.229301 4.081455 0.0 0.0 0.0
C 2.100769 3.890734 3.896249 0.0 0.0 0.0
C 1.735571 2.618267 3.499001 0.1 0.0 0.0
C 2.726735 1.669939 3.269414 0.0 0.0 0.0
C 4.064018 1.975698 3.460382 0.0 0.0 0.0
C 4.412075 3.256594 3.863988 0.0 0.0 0.0
S 2.239819 0.058807 2.753023 -0.1 0.1 -0.1
O 3.396473 -0.790677 2.765365 0.0 0.0 0.0
O 1.073115 -0.296859 3.506541 0.0 0.0 0.0
N 1.730927 0.242812 1.199186 0.1 -0.2 0.0
C 2.613125 0.241414 0.139509 0.0 0.2 0.0
C 3.987776 0.498719 0.140832 0.1 0.0 0.1
C 4.667604 0.425166 -1.052364 0.0 0.0 0.0
C 3.985398 0.114944 -2.229042 0.0 0.0 0.0
C 2.628495 -0.085862 -2.148124 0.0 0.0 0.0
N 1.947154 -0.020519 -0.997082 0.0 0.1 -0.1
H 3.177074 6.364272 4.105238 0.0 0.0 0.0
H 4.855043 5.840868 4.296645 0.0 0.0 0.0
H 3.719133 5.681508 5.632948 0.0 0.0 0.0
H 1.334708 4.634603 4.079839 0.0 0.0 0.0
H 0.695728 2.342522 3.379908 0.1 0.0 0.0
H 4.817428 1.210190 3.331873 0.0 0.0 0.0
H 5.455334 3.498273 4.024890 0.0 0.0 0.0
H 4.497265 0.730181 1.061931 0.0 0.0 0.0
H 5.733488 0.609753 -1.075504 0.0 0.0 0.0
H 4.494016 0.032610 -3.177726 0.0 0.0 0.0
H 2.061183 -0.317244 -3.041692 0.0 0.0 0.0
C 0.110165 2.357989 -2.252585 0.0 0.0 0.0
N -1.013972 1.679465 -1.593086 0.0 0.0 0.0
C -2.016332 2.701294 -1.256783 0.0 0.0 0.0
C -1.659379 0.743780 -2.520433 0.0 0.0 0.0
C -0.940472 -0.574993 -2.633861 0.0 0.0 0.0
N -0.886399 -1.321989 -1.360214 0.0 0.2 0.1
C -0.109316 -2.547142 -1.615829 0.0 0.0 0.0
C -2.255638 -1.705676 -0.957093 0.0 0.0 0.0
H -0.255156 3.024580 -3.043900 0.0 0.0 0.0
H 0.790889 1.639494 -2.695172 0.0 0.0 0.0
H 0.664176 2.947919 -1.522925 0.0 0.0 0.0
H -2.476930 3.091216 -2.172957 0.0 0.0 0.0
H -1.546893 3.533102 -0.741923 0.0 0.0 0.0
H -2.790917 2.281859 -0.617247 0.0 0.0 0.0
H -1.735819 1.193013 -3.520251 0.0 0.0 0.0
H -2.679797 0.576397 -2.174748 0.0 0.0 0.0
H 0.079683 -0.430572 -2.981427 0.0 0.0 0.0
H -1.457790 -1.185263 -3.384868 0.1 0.0 0.0
H -0.596955 -3.149308 -2.389591 0.0 0.0 0.0
H -0.041285 -3.144808 -0.715050 0.0 0.0 0.1
H 0.893495 -2.288110 -1.944692 0.0 0.0 0.0
H -2.801746 -2.122032 -1.809946 0.0 0.0 0.0
H -2.800839 -0.846283 -0.569332 0.0 0.0 0.0
H -2.209352 -2.457265 -0.174883 0.0 0.0 0.0
```
Positions in Å, forces in eV/Å.


No. 2
C27H33LiN2O2P | ωB97M-V with the def2-TZVPD basis set

Values from the calculation:
LUMO = -0.1444 Ha
Charge = +1
Kohn-Sham gap = 7.7 eV

The geometry in XYZ format:
```
66
Properties=species:S:1:pos:R:3:forces:R:3
Li -0.051870 0.195424 -0.162020 0.0 -0.1 0.1
O 1.981981 7.562142 0.711489 -0.1 -0.1 0.0
C 0.669978 7.269603 0.611806 0.1 0.1 0.0
O -0.132671 8.150071 0.517772 -0.1 0.0 0.0
C 0.266433 5.818251 0.617785 0.0 0.1 0.0
C -1.100177 5.553701 0.653962 -0.1 0.0 0.0
C -1.569707 4.255527 0.641630 -0.1 0.0 0.0
C -0.671694 3.191937 0.574850 -0.2 -0.3 0.0
C 0.688484 3.453058 0.545580 0.1 -0.1 0.0
C 1.157251 4.755929 0.571836 0.0 0.0 0.0
N -1.054111 1.811439 0.515533 0.1 0.3 -0.1
C -2.272973 1.454728 0.571556 0.0 -0.2 0.1
C -2.649597 0.022452 0.481477 0.2 0.1 0.0
C -3.976648 -0.354431 0.545883 -0.1 0.0 0.0
C -4.291327 -1.702966 0.442148 -0.1 0.0 0.0
C -3.269725 -2.616116 0.269557 0.0 0.0 0.0
C -1.962569 -2.149697 0.207395 0.1 0.1 0.1
N -1.649143 -0.861803 0.316014 -0.2 0.0 -0.1
H 2.513886 6.768963 0.837253 0.0 0.0 0.0
H -1.783409 6.391933 0.698033 0.0 0.0 0.0
H -2.638499 4.092246 0.684964 0.0 0.0 0.0
H 1.386565 2.626359 0.495786 0.0 0.0 0.0
H 2.230040 4.904291 0.538699 0.0 0.0 0.0
H -3.094339 2.161546 0.676239 0.0 0.0 0.1
H -4.749493 0.392558 0.677491 0.0 0.0 0.0
H -5.321224 -2.030607 0.495271 0.0 0.0 0.0
H -3.470076 -3.675294 0.186200 0.0 0.0 0.0
H -1.135931 -2.838329 0.077794 0.0 0.0 0.0
C -0.218689 -0.950266 -4.305107 0.0 0.0 0.0
C 1.221860 -1.143380 -3.807484 -0.1 0.0 0.1
C 1.462392 -2.644513 -3.614946 0.0 0.0 0.0
C 2.176283 -0.576829 -4.858064 0.0 0.0 -0.1
P 1.311630 -0.265703 -2.152178 0.3 0.2 0.0
C 1.363279 1.509599 -2.631929 0.0 0.0 -0.1
C 2.504812 2.249472 -2.953897 0.0 0.0 0.0
C 2.408482 3.579223 -3.338748 0.0 0.0 0.0
C 1.167216 4.197107 -3.425515 0.0 0.0 0.0
C 0.021257 3.478807 -3.122571 0.0 0.0 0.1
C 0.123931 2.152723 -2.720096 0.1 0.0 0.0
C 2.907910 -0.683749 -1.240358 0.0 0.0 0.0
C 3.124495 0.404537 -0.176099 0.0 0.0 0.0
C 4.188499 -0.854574 -2.059546 0.0 0.0 0.0
C 2.648915 -1.998714 -0.480571 0.0 0.0 0.0
H -0.342686 -1.492736 -5.246814 0.0 0.0 0.0
H -0.445887 0.098879 -4.499055 0.0 0.0 0.0
H -0.949524 -1.341557 -3.592955 0.0 0.0 0.0
H 1.219682 -3.161569 -4.547029 0.0 0.0 0.0
H 0.826028 -3.062761 -2.830603 0.0 0.0 0.0
H 2.501473 -2.872989 -3.378744 0.0 0.0 0.0
H 2.044826 -1.140179 -5.787023 0.0 0.0 0.0
H 3.222584 -0.659183 -4.570240 0.0 0.0 0.0
H 1.958401 0.469661 -5.074957 0.0 0.0 0.0
H 3.481351 1.787027 -2.924989 0.0 0.0 0.0
H 3.305930 4.131225 -3.589175 0.0 0.0 0.0
H 1.095769 5.233928 -3.730050 0.0 0.0 0.0
H -0.950452 3.951589 -3.189572 0.0 0.0 0.0
H -0.780478 1.602191 -2.479669 0.0 0.0 0.0
H 3.332085 1.383563 -0.604592 0.0 0.0 0.0
H 3.971213 0.122232 0.454569 0.0 0.0 0.0
H 2.268190 0.503987 0.503456 0.0 0.0 0.0
H 4.453283 0.032130 -2.631657 0.0 0.0 0.0
H 4.123585 -1.695062 -2.748972 0.0 0.0 0.0
H 5.017077 -1.061355 -1.375604 0.0 0.0 0.0
H 1.771148 -1.928716 0.166900 0.0 0.0 0.0
H 3.509783 -2.220259 0.156050 0.0 0.0 0.0
H 2.504265 -2.846863 -1.147029 0.0 0.0 0.0
```
Positions in Å, forces in eV/Å.